[1]
Entry from the OMol25 dataset: C3H4O3Y as an isolated structure (wB97M-V/def2-TZVPD).

Summary:
Calculated total energy (hartree): -379.4677
HOMO-LUMO gap (Ha): 0.312
Highest occupied orbital energy (eV): -24.92
Relative energy (zero: lowest compared OMol25 entry of this formula, charge and spin) (kcal/mol): 32.0

The geometry in ORCA input format:
```
! wB97M-V def2-TZVPD RIJCOSX def2/J DEFGRID3
* xyz 3 1
C -1.1802 0.9598 -0.2787
C -1.2139 -0.4123 0.1604
O -0.2156 -1.1625 0.3941
C 1.1489 -0.7912 0.2176
O 1.5233 0.2971 0.6789
O 1.8391 -1.6070 -0.3942
H -1.1926 0.9617 -1.3795
H -2.1615 -0.8764 0.4568
H -2.1449 1.3998 0.0421
Y 3.8676 -0.2794 0.0096
H -0.2702 1.5103 0.0930
*
```

Atomic partial charges in e from the Mulliken method, atoms 1 to 2: C -0.9663; C 0.3824

---

[2]
Entry from the OMol25 dataset: one molecule with the formula C4H6N4 (wB97M-V/def2-TZVPD).

Summary:
SMILES string: C1=NC2=NNC[C@H]2N1
Calculated total energy (hartree): -374.9295
HOMO-LUMO gap (Ha): 0.314
Highest occupied orbital energy (eV): -8.37
Relative energy (zero: lowest compared OMol25 entry of this formula, charge and spin) (kcal/mol): 82.7

The geometry in ORCA input format:
```
! wB97M-V def2-TZVPD RIJCOSX def2/J DEFGRID3
* xyz 0 1
C 1.1093 1.1212 -0.3606
C 0.0673 -0.7726 0.1433
C -1.9877 -0.2719 -0.0410
C -0.1106 0.8197 0.3836
H 0.7352 1.0425 -1.3247
H 1.4327 2.0455 0.0098
H 2.7896 -0.1797 -0.5263
H -2.9344 -0.5334 -0.4545
H -2.0988 1.6825 0.3933
H 0.0291 0.8920 1.5077
N 2.1041 -0.0057 0.0942
N 1.2471 -1.2182 0.0783
N -1.1190 -1.3152 -0.1494
N -1.4355 1.0638 -0.0739
*
```

Atomic partial charges in e from the Mulliken method, atoms 1 to 2: C -0.7200; C 0.5978

---

[3]
Entry from the OMol25 dataset: one molecule with the formula C2H5NO2 (wB97M-V/def2-TZVPD).

Summary:
SMILES string: O[C@@H]1CON1
Calculated total energy (hartree): -284.3138
HOMO-LUMO gap (Ha): 0.363
Highest occupied orbital energy (eV): -8.90
Relative energy (zero: lowest compared OMol25 entry of this formula, charge and spin) (kcal/mol): 96.4

The geometry in ORCA input format:
```
! wB97M-V def2-TZVPD RIJCOSX def2/J DEFGRID3
* xyz 0 1
C 0.7807 0.4910 -0.4420
C -0.2083 -0.1500 0.5869
N -0.4249 -1.2222 -0.4061
O 0.4598 -0.6607 -1.3859
O -1.3771 0.5073 0.7317
H 0.3540 1.3545 -0.9629
H 1.8252 0.6029 0.0250
H 0.1515 -0.5379 1.4649
H -0.0235 -2.1392 -0.3549
H -2.0073 0.3387 -0.0225
*
```

Atomic partial charges in e from the Mulliken method, atoms 1 to 2: C -0.3303; C 0.1182

---

[4]
Entry from the OMol25 dataset: one molecule with the formula C8H8F3N7S (wB97M-V/def2-TZVPD).

Summary:
SMILES string: Cc1cc(NNC(N)=S)n2nc(C(F)(F)F)nc2n1
Calculated total energy (hartree): -1390.7285
HOMO-LUMO gap (Ha): 0.331
Highest occupied orbital energy (eV): -8.97
Relative energy (zero: lowest compared OMol25 entry of this formula, charge and spin) (kcal/mol): 8.1

The geometry in ORCA input format:
```
! wB97M-V def2-TZVPD RIJCOSX def2/J DEFGRID3
* xyz 0 1
F -0.7435 1.9259 -4.6667
F -2.0120 3.1971 -3.4100
F -2.8304 1.3700 -4.2686
S 4.2212 -0.6697 2.4971
N -2.3494 0.9131 -1.5072
N -2.3427 -0.2614 0.6527
N -0.1947 0.5872 -2.1115
C 3.2813 -0.1552 1.2719
C -1.8103 0.2419 -0.5657
C -1.5054 -0.8874 1.4780
C -1.3456 1.1291 -2.4632
C -0.1195 -1.1140 1.1112
C 0.3595 -0.6601 -0.0874
N 3.0043 1.1943 1.1101
N -0.4917 0.0206 -0.9034
N 2.7290 -1.1390 0.4551
N 1.6609 -0.9183 -0.4933
C -2.0589 -1.2988 2.8024
C -1.7067 1.9152 -3.7084
H 0.4720 -1.7097 1.7766
H 3.3646 1.8477 1.8281
H 2.1514 1.4640 0.5778
H 2.9764 -2.1322 0.6917
H 1.8608 -0.6568 -1.4710
H -1.9050 -2.3848 2.9302
H -3.1162 -1.1137 2.8649
H -1.5496 -0.7050 3.6085
*
```

Atomic partial charges in e from the Mulliken method, atoms 1 to 2: F -0.2523; F -0.2425

---

[5]
Entry from the OMol25 dataset: an isolated ion of composition C7H15ClN and charge +1 (wB97M-V/def2-TZVPD).

Summary:
SMILES string: CC[C@@]1(Cl)CC[NH2+][C@@H]1C
Calculated total energy (hartree): -790.3507
HOMO-LUMO gap (Ha): 0.406
Highest occupied orbital energy (eV): -14.17
Relative energy (zero: lowest compared OMol25 entry of this formula, charge and spin) (kcal/mol): 53.1

The geometry in ORCA input format:
```
! wB97M-V def2-TZVPD RIJCOSX def2/J DEFGRID3
* xyz 1 1
C -0.1107 -1.3953 -0.6304
C 0.0070 -2.1152 0.7371
C 0.3555 0.2499 1.2016
C -0.4939 0.0857 -0.4263
C 0.1259 1.3297 2.1420
C -0.2035 0.9032 -2.7910
C 0.1602 1.1142 -1.2989
N -0.0838 -1.0709 1.8160
Cl -2.1970 0.2987 -0.1155
H 0.9491 -1.5258 -1.0041
H -0.9780 -1.7542 -1.2985
H -0.7254 -2.7678 1.0897
H 0.8989 -2.6794 0.6589
H 1.3518 -0.0475 0.9578
H 0.8722 1.3353 3.0204
H -0.8295 1.2369 2.5336
H 0.0615 2.3875 1.6267
H -0.1496 1.7202 -3.4761
H -1.1536 0.6285 -2.9927
H 0.2896 0.1589 -3.3264
H -0.3401 2.0061 -0.8441
H 1.1987 1.0466 -1.3152
H -1.0818 -1.0503 2.0945
H 0.4387 -1.2510 2.6290
*
```

Atomic partial charges in e from the Mulliken method, atoms 1 to 2: C -0.4774; C -0.8897

---

[6]
Entry from the OMol25 dataset: C7H15ClLi2NO5 as an isolated structure (wB97M-V/def2-TZVPD).

Summary:
Calculated total energy (hartree): -1182.1140
HOMO-LUMO gap (Ha): 0.202
Highest occupied orbital energy (eV): -3.01
Relative energy (zero: lowest compared OMol25 entry of this formula, charge and spin) (kcal/mol): 25.5

The geometry in ORCA input format:
```
! wB97M-V def2-TZVPD RIJCOSX def2/J DEFGRID3
* xyz -1 1
Li 0.8980 -0.3084 3.9832
Li 0.2428 0.0543 1.0874
Cl 1.7229 -1.6299 1.9421
C -0.8298 1.3952 3.7470
O -2.0253 1.5675 4.1756
O -0.6869 0.5401 2.7506
O 0.1906 1.4563 4.5320
C 1.3332 2.8335 0.4021
O 0.4798 1.7374 0.1438
C -0.6879 1.9882 -0.5804
C -1.7480 0.9655 -0.2893
N -1.3455 -0.4299 -0.3292
C -0.7246 -0.7668 -1.6189
C -0.0478 -2.1507 -1.4972
O 1.1312 -2.2074 -2.2517
C 1.8299 -3.4263 -2.1816
H 1.8289 3.1438 -0.5241
H 2.0843 2.5859 1.1440
H 0.7074 3.6628 0.7417
H -0.4804 2.2323 -1.6322
H -1.1705 2.9171 -0.2332
H -2.5808 1.2289 -0.9672
H -2.1736 1.1115 0.7086
H -2.0729 -1.1243 -0.2401
H 0.0638 -0.0810 -1.9239
H -1.5276 -0.7979 -2.3678
H -0.7228 -2.9884 -1.7360
H 0.2023 -2.2985 -0.4377
H 1.2160 -4.2235 -2.6147
H 2.1518 -3.7583 -1.1890
H 2.7416 -3.2289 -2.7437
*
```

Atomic partial charges in e from the Mulliken method, atoms 1 to 2: Li 0.8126; Li 0.8124